(1)
166
Properties=species:S:1:pos:R:3:forces:R:3 method="wB97M-V/def2-TZVPD" e_above_lowest_ev=0.000 lumo_ev=0.23 gap_ev=9.24 e_homo_ev=-9.01 smiles="COP(=O)(OC)OC.COP(=O)(OC)OC.COP(=O)(OC)OC.COP(=O)(OC)OC.COP(=O)(OC)OC.CCOC(=O)OC.CCOC(=O)OC.CCOC(=O)OC.CNC(C)=O.CNC(C)=O.CNC(C)=O"
C 24.33098 19.01290 8.09760 -1.3 -0.1 -0.2
O 24.75056 17.93568 8.92568 -0.1 -0.4 1.4
P 24.09060 17.72206 10.38124 1.1 0.3 1.1
O 24.08160 18.90536 11.30840 -0.7 -1.6 -1.5
O 22.68344 17.02504 10.02678 0.3 0.2 0.0
C 21.62118 16.94550 10.99654 -0.1 0.6 -0.2
O 25.02374 16.53534 10.90714 -0.3 0.4 -0.8
C 24.99100 15.87568 12.18688 -0.3 0.8 0.0
H 23.51038 19.55758 8.56455 0.2 0.4 0.2
H 23.86340 18.56324 7.22164 0.4 0.1 -0.3
H 25.13556 19.69234 7.81630 0.1 -0.3 0.3
H 20.68030 16.76913 10.47524 0.2 0.0 -0.3
H 21.55964 17.93434 11.45096 -0.1 -0.2 0.5
H 21.75252 16.13286 11.71102 0.3 0.2 0.1
H 24.77458 14.81936 12.02730 0.2 0.1 0.0
H 24.24398 16.32054 12.84426 -0.2 0.0 -0.1
H 25.95080 16.07262 12.66448 0.1 -0.4 -0.1
C 16.34698 12.28148 8.62632 -1.2 2.0 -0.7
O 17.58498 11.64608 8.75826 1.5 -1.5 2.4
P 18.52032 11.77884 10.11050 1.1 -0.2 -1.2
O 17.88538 12.31382 11.32972 -0.3 -0.6 -0.4
O 19.27286 10.33048 10.30048 -2.9 2.5 -1.7
C 20.51786 10.22482 10.90886 1.4 -0.1 0.9
O 19.68906 12.74632 9.57760 0.3 -1.4 1.5
C 19.42766 13.87942 8.79315 -0.7 0.3 -1.0
H 15.56096 11.75390 8.08602 0.8 -0.8 -0.3
H 16.58280 13.18028 8.05654 -0.4 0.2 -0.2
H 15.80566 12.63398 9.50428 0.7 -0.2 0.7
H 20.77286 11.06842 11.55028 -0.2 0.1 0.1
H 21.32240 10.15342 10.17694 -0.1 -0.1 -0.1
H 20.45372 9.31982 11.51296 0.3 0.0 0.0
H 18.38608 14.17782 8.91218 -0.1 0.1 -0.3
H 19.63998 13.55380 7.77482 -0.2 0.5 -0.2
H 20.01519 14.76898 9.02024 0.4 -0.5 0.5
C 9.17200 17.65626 12.37846 -1.6 -0.1 0.1
O 10.52680 17.95856 12.33632 2.7 -1.2 -0.7
P 11.62742 16.84064 11.90698 1.1 -1.2 1.1
O 11.85066 15.62736 12.80024 -1.3 2.4 -1.7
O 11.35858 16.50054 10.36380 -0.2 -0.4 1.3
C 12.12202 15.42268 9.75435 0.0 0.6 -0.9
O 12.95462 17.69752 11.78388 -1.2 -0.7 -0.5
C 13.49482 18.46242 12.81376 1.0 2.1 0.6
H 8.80216 17.77642 13.39672 0.1 -0.1 0.0
H 8.95096 16.64458 12.03822 0.0 0.0 0.0
H 8.65026 18.37186 11.74300 -0.1 -0.1 0.0
H 11.51904 15.08402 8.91182 -0.1 -0.1 0.2
H 12.40948 14.58204 10.38584 -0.4 0.3 0.3
H 13.00580 15.88896 9.31891 0.2 -0.1 0.2
H 12.97670 18.53239 13.77020 -0.2 -1.0 0.0
H 13.45328 19.50902 12.51208 0.1 0.1 -0.4
H 14.55776 18.24622 12.92100 -0.1 -0.5 0.2
C 16.06188 13.48672 19.22688 -1.8 -1.6 -1.7
O 16.74770 14.62682 19.60414 1.0 2.4 0.5
P 16.26062 16.03822 18.98938 -1.1 -0.9 0.2
O 14.76652 16.18942 18.96442 2.4 0.4 0.0
O 17.14514 17.11138 19.84220 -1.4 -3.1 -0.3
C 16.82496 18.45742 19.64266 1.0 1.3 -1.0
O 16.94448 15.97418 17.51396 -0.1 0.2 1.8
C 16.43886 16.71522 16.44481 -0.3 0.8 -1.8
H 15.19546 13.21092 19.82800 0.3 0.4 0.7
H 16.67894 12.59954 19.08454 0.5 0.4 0.4
H 15.59072 13.62934 18.25438 0.0 0.1 -0.3
H 16.21423 18.93964 20.40592 0.0 -0.5 0.2
H 16.37102 18.61400 18.66412 -0.2 0.1 0.0
H 17.83050 18.87450 19.58788 -0.3 0.8 0.2
H 17.07324 17.52045 16.07434 0.8 0.0 0.6
H 15.50436 17.25037 16.61342 -0.4 -0.7 0.3
H 16.38653 16.04630 15.58580 -0.5 -0.1 0.0
C 19.06315 11.01256 18.92031 1.1 -0.6 0.5
O 18.78290 11.93990 17.87658 0.6 -0.3 -2.2
P 19.61498 11.75830 16.45060 -2.3 -0.5 1.0
O 21.05812 11.87618 16.55242 0.8 0.4 0.1
O 19.13812 10.31322 15.90572 -0.2 1.0 0.2
C 19.62722 9.85118 14.60492 -0.4 0.2 1.1
O 18.94082 12.85392 15.50546 0.6 -0.8 0.4
C 17.62855 12.67274 14.95382 -0.6 0.1 0.3
H 19.73807 10.24066 18.55050 -0.1 -0.2 0.1
H 18.19522 10.53344 19.37332 -0.4 0.2 -0.6
H 19.58463 11.49470 19.74717 0.0 0.4 -0.2
H 19.68588 10.69398 13.91618 0.3 -0.1 -0.1
H 18.86344 9.15459 14.25926 0.3 -0.1 0.0
H 20.57982 9.36824 14.82258 0.0 0.1 -0.6
H 17.02602 11.99388 15.55730 0.0 0.0 0.1
H 17.67064 12.29022 13.93402 0.3 0.1 0.0
H 17.16012 13.65692 14.96192 0.0 -0.1 -0.1
C 20.39303 15.30670 17.93192 -0.9 -0.6 2.2
C 20.38834 15.60994 16.49970 0.8 -1.7 -0.2
O 20.70474 16.96267 16.32538 0.3 0.5 -1.9
C 21.40924 17.32009 15.20070 0.9 -1.0 1.2
O 21.80318 16.62398 14.29166 -1.0 0.1 0.2
O 21.79344 18.53928 15.45636 -0.3 1.3 0.7
C 22.36362 19.41158 14.49982 -0.2 -0.1 -1.1
H 19.53201 15.68504 18.48291 0.0 0.2 0.0
H 21.29414 15.58862 18.47652 0.1 0.4 -0.4
H 20.36723 14.22168 18.03282 -0.2 -0.1 0.0
H 19.48698 15.24368 16.00827 -0.2 0.7 -0.1
H 21.16172 14.90068 16.20488 0.5 0.6 -1.2
H 21.59060 20.10514 14.16894 0.0 0.2 0.3
H 22.65580 18.88388 13.59192 0.5 -0.1 0.2
H 23.18798 19.95258 14.96442 -0.1 -0.2 -0.1
C 18.51171 19.31502 13.47056 0.3 1.0 0.6
C 17.61525 19.76208 12.33694 -0.1 -1.8 0.5
O 18.12636 20.88826 11.59496 -0.6 0.7 0.5
C 17.57944 22.11882 11.74938 -2.4 0.4 0.8
O 16.51890 22.40842 12.36506 3.7 -0.9 -1.9
O 18.35137 22.97922 11.02550 -0.2 -1.6 1.0
C 18.04482 24.35696 11.09136 -0.4 0.2 -0.3
H 18.04316 18.55206 14.09220 -0.3 0.0 -0.3
H 18.63912 20.19734 14.09776 0.6 -0.1 0.3
H 19.45222 18.88858 13.12172 0.2 0.3 0.0
H 16.61975 19.84170 12.77368 -0.1 0.8 -0.6
H 17.63325 18.85700 11.72980 -0.5 0.6 -0.9
H 18.37529 24.80610 12.02794 -0.2 -0.1 0.1
H 16.96942 24.45198 10.94110 0.1 0.5 0.1
H 18.60282 24.81386 10.27406 -0.2 0.0 0.0
C 16.30986 9.31132 11.26600 -0.1 0.4 0.4
C 15.16876 10.34280 11.28074 1.6 -0.9 1.5
O 14.56088 10.26578 10.04794 -0.9 -0.3 -1.6
C 13.59560 11.09528 9.71434 -1.2 2.1 1.0
O 13.17776 12.05406 10.40044 0.9 -2.4 -2.0
O 13.19658 10.70736 8.49164 -0.2 0.1 -0.4
C 12.16482 11.44606 7.80106 -0.6 0.5 1.6
H 16.92485 9.37996 10.36870 -0.1 0.1 0.0
H 16.00146 8.27129 11.37234 -0.3 0.1 0.0
H 16.92988 9.57582 12.12258 0.2 -0.2 0.0
H 15.62998 11.31278 11.46644 -0.3 0.2 -0.1
H 14.48218 10.08414 12.08684 -0.2 0.3 0.0
H 11.22952 11.33728 8.35012 0.0 -0.1 0.2
H 11.94054 11.07236 6.80198 0.9 -0.1 0.1
H 12.40028 12.50800 7.87108 0.1 0.0 -0.5
C 23.54294 9.84922 14.30750 0.8 0.2 0.4
N 22.96666 11.18786 14.35500 -0.4 -0.7 0.4
C 22.79596 11.99810 13.29348 0.4 0.3 0.0
C 21.87550 13.19886 13.48828 0.5 -0.1 -0.2
O 23.40588 11.81534 12.25450 -0.3 -0.1 -0.7
H 22.84122 9.01871 14.23040 -0.5 0.2 0.0
H 24.09802 9.70161 15.23390 0.0 -0.1 0.0
H 24.26026 9.69025 13.50236 -0.1 0.6 -0.1
H 22.53870 11.48498 15.22026 -0.2 -0.2 0.1
H 22.10586 13.88816 12.67596 -0.1 0.0 0.1
H 22.04752 13.69162 14.44520 -0.1 0.0 0.0
H 20.82362 12.92232 13.41626 -0.1 -0.1 0.1
C 11.71390 11.84028 13.98394 0.6 1.2 0.0
N 12.17426 13.18780 14.40756 -0.9 -1.0 -1.3
C 12.67250 13.47072 15.61070 0.6 -1.1 0.3
C 13.18880 14.83454 15.72664 0.5 1.7 0.7
O 12.85324 12.65846 16.51046 -0.3 -0.3 -0.1
H 10.73524 11.62236 14.41154 0.3 -0.4 0.3
H 12.51884 11.14058 14.20888 -0.4 -0.3 0.5
H 11.62120 11.78812 12.89914 0.0 0.5 -0.1
H 12.00402 13.98688 13.81376 -0.1 -0.1 -0.3
H 12.75888 15.57782 15.05522 -0.2 -0.1 0.0
H 14.25540 14.81578 15.50276 0.2 -0.1 0.0
H 13.09330 15.13708 16.76946 0.1 0.2 -0.1
C 14.81208 14.79084 12.30994 0.3 -0.3 -0.2
N 16.25446 14.64262 12.28464 0.6 0.5 0.3
C 17.13484 15.67036 12.52536 -1.4 -0.9 0.8
C 18.53971 15.21442 12.66616 0.6 0.4 -0.6
O 16.77546 16.81602 12.75094 -0.3 0.2 -0.3
H 14.47584 15.06298 11.30944 -0.3 0.5 0.2
H 14.51630 15.49472 13.08788 -0.1 0.1 -0.3
H 14.36772 13.81700 12.51556 0.0 0.0 0.2
H 16.63520 13.71006 12.21070 0.1 0.1 -0.2
H 19.21000 16.07334 12.63388 0.0 0.0 0.0
H 18.73982 14.55754 11.81968 0.4 -0.3 0.3
H 18.67364 14.72218 13.62942 0.1 -0.2 -0.2



(2)
110
Properties=species:S:1:pos:R:3:forces:R:3 method="wB97M-V/def2-TZVPD" e_above_lowest_ev=9.330 lumo_ev=-4.76 total_charge=+1 gap_ev=2.61 e_homo_ev=-7.37
O 6.51295 0.47012 0.65851 0.6 0.6 0.0
H 7.36691 0.03299 0.69425 1.0 -0.3 0.0
H 6.08189 0.33328 1.50531 -0.9 0.0 1.1
H 6.00691 0.10375 -0.07039 -1.1 -0.4 -1.0
O 6.63722 -0.83265 -7.55391 0.0 -0.7 -0.2
H 7.41055 -0.26717 -7.49228 0.9 0.6 -0.1
H 5.99216 -0.49872 -8.18158 -0.6 0.4 -1.1
H 6.18172 -0.87258 -6.70980 -0.5 -0.3 1.4
C 0.34618 0.15743 -3.17605 0.6 -0.1 0.5
C 1.50640 -0.74229 -2.61852 0.5 0.6 -1.1
O 2.76874 -0.44737 -3.16658 -0.9 -0.3 0.7
H -0.55993 0.12060 -2.57131 -0.1 -0.2 0.3
H 0.01744 -0.04673 -4.19504 0.4 -0.2 -0.2
H 0.71715 1.18092 -3.12176 0.0 0.1 -0.2
H 1.22194 -1.79214 -2.68905 -0.1 -0.7 -0.8
H 1.45403 -0.67889 -1.53163 0.3 0.7 0.7
C -4.01659 7.33444 -9.97851 -0.3 0.8 0.3
C -2.91997 7.97913 -9.06144 1.2 -0.4 -0.6
C -3.20510 7.68165 -7.59098 -0.4 -1.3 0.7
O -2.10364 7.91168 -6.68285 -0.3 0.2 -3.7
C -2.00369 7.41083 -5.40198 -1.1 0.7 0.3
N -1.59792 7.40829 -9.45371 -0.5 0.2 0.5
H -3.91159 7.51780 -11.04783 0.3 0.8 0.1
H -5.00968 7.67441 -9.68475 -0.2 0.0 0.0
H -4.05693 6.24540 -10.00001 0.4 -0.2 0.9
H -2.88622 9.06851 -9.04736 0.1 0.1 -1.1
H -3.61735 6.67953 -7.70887 0.8 -1.1 1.2
H -4.13108 8.17689 -7.29877 0.1 0.9 0.3
H -0.99753 7.67237 -5.07435 -0.1 -0.3 0.1
H -2.21585 6.34605 -5.30539 0.1 -0.1 0.0
H -2.73061 8.01808 -4.86260 0.0 -0.4 1.1
H -1.07764 7.93621 -10.13979 -0.3 0.2 0.0
H -1.76976 6.48602 -9.82786 0.2 -0.1 -0.1
C 5.57611 -12.15331 2.04492 -0.2 0.3 1.6
C 5.41961 -10.96501 1.12580 -2.1 0.8 -0.1
C 3.88811 -10.67581 0.73758 1.6 -2.2 0.8
O 3.78426 -9.81345 -0.33425 -0.3 1.0 -0.2
C 2.40715 -9.48137 -0.64985 1.7 -0.9 0.3
N 5.98634 -9.70263 1.66227 0.0 -0.4 -0.9
H 5.39378 -11.92293 3.09457 -0.2 0.7 0.2
H 6.61622 -12.47008 2.12192 -0.1 -0.5 -0.6
H 4.83447 -12.94244 1.92111 0.4 -0.3 -0.8
H 5.88214 -11.27380 0.18836 0.3 0.6 -0.1
H 3.33432 -10.36642 1.62397 -0.1 0.5 0.2
H 3.49740 -11.66242 0.48848 -0.4 -0.3 -0.3
H 1.92603 -9.03869 0.22230 -0.1 0.4 -0.2
H 1.91481 -10.43474 -0.84168 -0.4 0.1 -0.4
H 2.51390 -8.84643 -1.52937 -0.6 0.0 0.2
H 5.45282 -9.40413 2.46623 -0.1 -0.6 0.7
H 5.59824 -9.04675 0.99947 0.6 0.6 -0.6
C -7.59445 -6.11362 2.62040 0.0 0.2 0.3
C -7.35635 -5.35754 3.94150 -0.8 -0.3 0.8
C -6.92264 -3.91873 3.82868 2.1 1.1 -0.1
O -5.62510 -3.91025 3.23127 1.4 0.1 -0.8
C -4.91743 -2.67678 2.91117 -1.9 -0.4 1.1
N -8.59768 -5.29792 4.71929 -1.0 -0.7 0.0
H -8.54107 -5.69027 2.28452 0.2 -0.1 -0.9
H -7.70653 -7.19665 2.67108 -0.4 0.0 0.9
H -6.76876 -6.07961 1.90964 -0.1 1.0 -0.1
H -6.69060 -5.93102 4.58647 0.5 0.3 -0.2
H -6.86643 -3.44256 4.80756 0.4 -0.5 0.8
H -7.62062 -3.19145 3.41397 -0.4 -0.5 -1.3
H -5.56243 -2.14968 2.20814 0.4 0.4 -0.2
H -3.88962 -2.78594 2.56508 -0.4 -0.9 -0.4
H -4.80218 -2.08736 3.82079 -0.3 0.3 0.2
H -9.31478 -4.77337 4.23895 -0.2 -0.1 -0.4
H -8.52178 -4.82746 5.60980 0.5 -0.1 0.1
C -4.95838 8.59946 6.14570 0.3 -0.5 -1.0
C -4.16526 7.79353 5.06878 -0.8 1.5 -1.2
C -5.10805 6.87673 4.20801 0.4 -0.4 1.7
O -4.38644 6.11955 3.25003 0.4 0.5 0.3
C -5.08284 5.73685 2.11099 -0.7 0.1 -1.2
N -3.47687 8.75360 4.15985 0.5 -0.6 1.1
H -4.30528 9.37211 6.55135 0.0 -0.2 0.1
H -5.31238 7.93796 6.93641 0.0 0.1 0.0
H -5.81057 9.10917 5.69617 -0.1 0.0 0.0
H -3.37891 7.29263 5.63345 -0.1 -0.6 -0.4
H -5.93703 7.47582 3.83118 0.3 0.3 -0.7
H -5.59566 6.16148 4.87038 -0.1 -0.2 0.3
H -6.07096 5.29582 2.24211 -0.1 -0.4 0.8
H -4.50666 5.03390 1.50933 0.3 0.0 0.4
H -5.31225 6.56850 1.44478 0.3 0.5 0.0
H -4.00012 9.55022 3.82560 -0.2 -0.4 0.0
H -2.97332 8.26114 3.43595 -0.2 0.2 -0.2
C 5.15236 1.72061 6.57567 -0.4 0.3 -0.6
C 4.11852 0.72955 5.95682 0.9 1.1 1.5
C 2.97166 1.43503 5.29086 -0.2 0.4 0.9
O 3.42077 2.25979 4.26164 -0.5 0.1 -2.4
C 2.35018 2.94955 3.51704 0.7 0.1 2.2
N 4.85806 -0.24733 5.19702 0.8 -0.6 -0.4
H 5.53222 2.45533 5.86574 -0.4 0.1 -0.3
H 6.07389 1.26119 6.93320 -0.3 -0.5 0.3
H 4.64193 2.25142 7.37928 0.3 0.1 0.1
H 3.75154 0.19682 6.83410 -0.8 0.2 0.2
H 2.49320 2.09594 6.01361 -0.1 0.0 0.6
H 2.21729 0.66764 5.11724 -0.3 0.0 -1.1
H 2.75773 3.69954 2.83916 0.4 -0.7 -0.3
H 1.87470 3.57228 4.27483 -0.6 0.0 0.1
H 1.61044 2.26658 3.09939 0.3 0.0 -0.3
H 5.41108 -0.58010 5.97390 1.1 -0.4 -0.4
H 4.33400 -1.08820 5.00108 -0.7 0.0 -0.3
O 3.25909 -5.33167 -7.66550 0.3 0.0 -0.1
H 3.07376 -5.07963 -6.76087 -0.1 0.0 0.3
H 2.48045 -5.06382 -8.15357 -0.2 0.0 -0.2
O 6.47670 3.98026 -5.25918 0.0 0.0 -0.2
H 6.19984 3.18169 -4.80989 -0.3 -0.1 0.2
H 7.38166 3.80793 -5.51913 0.3 0.1 0.0
O 6.93458 -5.00315 -2.87836 0.3 0.2 0.1
H 6.63280 -5.83114 -3.25199 0.0 -0.3 0.0
H 6.23410 -4.38136 -3.07570 -0.3 0.1 0.0